[1]
55
Properties=species:S:1:pos:R:3:forces:R:3 method="wB97M-V/def2-TZVPD" lumo_ev=-0.3 gap_ev=9.224
N 2.91066 -3.06717 -0.56256 1.3 5.4 2.1
C 3.14434 -1.97678 -0.10707 -1.5 -2.4 -0.7
C 3.19735 -0.52207 0.61977 0.1 -1.3 -1.6
C 1.68215 -0.03793 0.91699 -1.3 -0.6 -0.8
C 1.11046 0.97172 -0.22228 -0.2 3.4 -1.8
N 0.77375 1.86256 -0.98041 1.8 -5.3 4.3
C 1.42777 0.50432 2.41269 0.0 -0.5 0.4
C 2.66686 1.27583 3.08983 -0.8 0.8 0.5
C 3.33433 2.43513 2.18747 0.2 -1.0 -0.3
S 5.19924 2.09816 2.07808 0.0 0.3 -0.2
H 3.82954 -0.68743 1.56565 -1.2 0.5 -1.5
H 3.71780 0.17963 -0.14582 -0.8 -1.2 1.6
H 1.02526 -0.99114 0.80455 1.0 1.8 0.1
H 1.23601 -0.43884 3.06706 0.3 1.6 -1.2
H 0.43181 1.09827 2.43784 1.9 -0.8 -0.1
H 2.24220 1.80305 4.03546 0.7 -1.1 -1.5
H 3.48369 0.56245 3.49490 -1.6 1.2 -1.0
H 2.93935 2.50299 1.11531 0.3 -0.1 1.6
H 3.26239 3.47115 2.67854 0.3 -1.7 -0.8
H 5.42877 0.96470 1.31014 -0.9 0.9 0.5
C 6.56006 0.45785 6.36950 0.3 -0.1 0.2
N 5.17587 0.23182 5.87780 -0.3 -0.1 0.0
O 4.67072 -0.85821 6.10217 0.1 0.7 -0.3
O 4.64385 1.15721 5.28268 0.3 -0.6 0.6
H 6.90455 -0.44272 6.87553 -0.2 0.1 -0.1
H 7.18460 0.67692 5.50362 -0.1 0.1 0.1
H 6.53022 1.30074 7.05956 0.0 0.0 -0.2
C 0.43565 3.23053 -3.74460 0.2 -0.2 0.2
N 0.84200 3.56057 -5.13623 0.1 0.1 -0.3
O 1.97070 3.24284 -5.48198 -0.7 0.2 0.0
O 0.01360 4.12733 -5.83358 0.6 -0.3 0.3
H 1.26411 2.73313 -3.24498 -0.2 0.1 -0.2
H 0.18920 4.16617 -3.24346 -0.1 -0.1 -0.1
H -0.43080 2.57217 -3.80229 0.0 0.2 0.0
C -0.52442 -2.31407 -2.33611 0.3 -0.3 0.0
N -1.69414 -1.68571 -1.66876 -0.2 0.1 0.1
O -1.92712 -2.01542 -0.51383 -0.1 0.3 -0.6
O -2.33875 -0.88345 -2.32626 0.3 -0.4 0.5
H -0.04825 -3.00130 -1.63813 -0.1 0.1 0.0
H -0.89307 -2.84792 -3.21202 0.0 0.2 0.0
H 0.16101 -1.51501 -2.61860 -0.2 -0.1 -0.1
C -5.30499 -2.75066 -2.72433 0.3 -0.1 0.1
N -4.91016 -3.52072 -3.93333 0.1 -0.1 -0.1
O -3.71696 -3.74363 -4.09413 -0.6 0.0 -0.1
O -5.80953 -3.87561 -4.67997 0.7 0.1 0.3
H -4.40871 -2.50365 -2.15723 -0.1 -0.1 -0.1
H -5.80894 -1.84706 -3.06067 0.0 -0.3 0.0
H -5.97116 -3.37966 -2.13681 0.0 0.1 -0.3
C -8.29789 0.09231 -0.37505 -0.2 0.3 0.0
N -7.54925 -0.85093 -1.24608 0.1 -0.2 -0.2
O -7.49266 -0.58788 -2.43808 0.0 -0.2 0.7
O -7.04472 -1.82315 -0.70030 -0.4 0.7 -0.3
H -8.68885 0.90229 -0.98892 0.1 -0.2 0.0
H -9.10994 -0.46505 0.09119 0.2 0.0 0.0
H -7.60103 0.47482 0.37037 -0.1 -0.2 0.0

[2]
15
Properties=species:S:1:pos:R:3:forces:R:3 method="wB97M-V/def2-TZVPD" lumo_ev=0.3 gap_ev=8.915
S -0.67485 -2.44218 1.43794 0.0 -0.3 0.1
C -0.48229 -1.02731 0.65378 0.1 0.9 -0.3
N -1.54543 -0.37882 0.10102 -0.1 0.0 -0.1
C -1.48863 0.86057 -0.60170 -0.9 -0.6 0.4
C -0.33043 1.34791 -0.99944 0.5 1.3 -1.0
C 0.92970 0.58844 -0.73057 0.7 -0.2 0.0
C 0.82920 -0.21243 0.56896 -0.6 0.1 0.5
S 2.33780 -1.15646 0.79174 0.4 0.0 -0.3
H -2.43743 -0.85320 0.24168 0.4 0.4 -0.2
H -2.46625 1.33941 -0.77914 0.7 -0.4 0.2
H -0.29095 2.32335 -1.56231 -0.1 -1.3 0.7
H 1.22914 -0.10556 -1.53653 -0.5 0.1 0.0
H 1.80149 1.25113 -0.66481 -0.3 0.1 0.1
H 0.77265 0.48661 1.42589 -0.2 -0.1 -0.4
H 1.81628 -2.02147 1.65350 -0.1 -0.3 0.3

[3]
129
Properties=species:S:1:pos:R:3:forces:R:3 method="wB97M-V/def2-TZVPD" lumo_ev=0.0 gap_ev=7.502
N 0.09113 0.79290 -1.22014 0.2 -0.8 0.0
P 0.04650 -0.08075 -2.67802 -1.4 1.2 -1.0
O 1.44700 0.27388 -3.48563 0.2 -0.9 0.9
C 0.17606 -1.83148 -2.12526 0.6 0.1 0.1
C 0.91332 -2.24690 -1.01080 -0.3 -0.1 -0.2
C 0.93119 -3.58187 -0.64608 0.1 0.1 0.2
C 0.23707 -4.55152 -1.36433 0.3 -0.2 -0.3
C 0.28198 -5.99145 -0.92460 -0.5 0.3 0.3
C -0.79211 -6.20964 0.17872 0.4 -0.1 0.0
C -0.19726 -6.36778 1.59362 -0.4 -0.2 -0.3
C -0.79948 -5.40189 2.61232 0.5 0.1 -0.7
S -2.31000 -6.02781 3.34674 0.5 -0.4 1.1
O -2.61721 -7.32908 2.84918 -0.3 0.2 -0.6
O -2.20576 -5.88003 4.76453 -0.2 0.4 0.0
Cl -3.73498 -4.69918 2.71385 0.1 -0.2 -0.1
C -0.49301 -4.15809 -2.48082 0.3 0.5 0.5
C -0.52107 -2.80414 -2.84101 -0.4 -0.3 -0.3
S -1.53839 -2.38351 -4.25401 0.0 0.0 0.1
C -2.91572 -3.45470 -3.85897 0.5 0.0 0.1
C -2.58362 -4.73796 -3.39018 -0.9 0.2 0.0
C -3.60568 -5.61415 -3.06768 0.3 0.2 0.0
C -4.92910 -5.21992 -3.17169 -0.2 -0.1 -0.1
C -5.25791 -3.93711 -3.60419 0.9 -0.1 0.4
S -6.98785 -3.59241 -3.63322 -0.8 -0.3 -2.0
O -7.61830 -4.61250 -4.42374 0.3 -0.6 0.6
O -7.34543 -2.26026 -4.01017 0.3 0.2 0.9
C -7.63998 -3.91570 -1.90956 -0.1 0.6 0.0
F -7.40475 -5.17092 -1.51791 0.3 -0.2 0.1
F -8.96023 -3.80527 -2.06631 -0.3 0.2 -0.2
C -7.20948 -2.90162 -0.79979 -0.1 -0.5 0.6
F -8.27612 -2.71789 -0.00266 -0.2 0.0 0.2
F -6.88547 -1.71631 -1.29695 0.3 0.1 -0.5
C -6.05045 -3.40171 0.13490 0.0 0.6 -0.3
F -6.54266 -4.04174 1.17538 -0.2 -0.5 0.3
F -5.37793 -2.34445 0.57247 0.1 0.4 0.3
F -5.18604 -4.17922 -0.49972 0.2 -0.3 -0.2
C -4.23816 -3.03458 -3.97793 -1.4 0.2 0.4
P -4.48737 -1.30637 -4.63896 1.8 0.8 -0.8
O -5.52072 -1.52983 -5.91529 -0.1 0.1 0.8
O -5.28566 -0.53947 -3.41796 -0.3 -0.7 -0.4
N -1.22076 -5.12416 -3.25830 0.3 0.1 -0.3
H -0.78680 1.27543 -1.06517 -0.1 0.0 0.0
H 0.29760 0.20808 -0.41941 0.2 0.4 0.2
H 2.19580 -0.10403 -2.99703 0.3 0.4 -0.1
H 1.44371 -1.50479 -0.42679 0.2 -0.1 0.0
H 1.49392 -3.89353 0.22646 0.1 0.0 0.0
H 1.27214 -6.21279 -0.53154 0.1 -0.1 0.0
H 0.08624 -6.64200 -1.76797 0.0 -0.1 -0.1
H -1.40610 -7.07112 -0.07299 -0.1 -0.1 0.1
H -1.45246 -5.34297 0.18111 -0.2 0.0 -0.1
H -0.34039 -7.39644 1.91497 0.1 0.0 0.2
H 0.87742 -6.19908 1.57798 0.1 0.1 0.0
H -0.09639 -5.20846 3.41645 -0.3 -0.1 0.4
H -1.00111 -4.44974 2.12691 -0.2 0.1 0.1
H -3.34471 -6.60435 -2.72519 0.0 -0.1 0.0
H -5.69748 -5.93354 -2.91433 -0.1 0.0 -0.1
H -6.26144 -0.91553 -5.83487 -0.3 -0.3 -0.2
H -5.83290 0.16099 -3.78939 0.0 0.2 0.3
H -0.81924 -5.05789 -4.19751 0.0 -0.2 0.0
C -2.56307 1.88040 3.83668 -0.3 -0.1 -0.4
C -1.92158 2.78207 2.80464 -0.1 0.0 0.3
O -1.90236 2.17826 1.50502 0.3 0.1 -0.1
C -2.93267 2.24100 0.64481 -0.2 -0.1 0.1
C -4.27631 2.73770 1.11978 0.1 0.4 0.0
O -2.77277 1.83345 -0.47479 0.1 0.0 -0.1
H -3.61146 1.68586 3.60057 0.0 0.1 0.0
H -2.50844 2.33323 4.82161 0.1 0.0 0.0
H -2.05441 0.92095 3.86906 0.1 0.0 0.1
H -2.38633 3.76870 2.76277 -0.1 0.0 -0.1
H -0.87494 2.94170 3.05943 0.0 -0.1 -0.1
H -4.88015 1.88130 1.41689 0.0 0.0 0.0
H -4.76301 3.24146 0.28838 0.0 -0.2 -0.1
H -4.22379 3.44513 1.94343 0.0 -0.1 0.1
C 4.94320 4.33015 -0.01026 -0.1 -0.1 0.0
C 3.89638 3.86387 -0.99981 0.1 0.4 0.2
O 3.81286 2.43279 -1.04922 0.0 -0.2 -0.4
C 3.06819 1.71212 -0.20745 -0.1 0.1 0.4
C 2.48754 2.36687 1.02234 -0.4 0.2 -0.2
O 2.92239 0.53341 -0.40696 0.2 -0.3 -0.2
H 4.69895 4.02919 1.00857 0.0 0.1 0.0
H 5.03137 5.41704 -0.03628 0.0 0.0 0.0
H 5.90947 3.89493 -0.24524 0.0 0.0 0.0
H 2.91482 4.30097 -0.81404 0.0 -0.1 0.0
H 4.18242 4.16714 -2.00558 0.0 -0.1 -0.1
H 3.16458 2.20387 1.86025 0.0 0.0 0.0
H 1.53246 1.89188 1.23582 0.1 -0.1 0.0
H 2.29922 3.43150 0.91114 0.2 0.0 0.0
C 9.46092 0.89006 -1.81666 -0.1 -0.1 0.1
C 9.59724 2.37479 -1.55110 0.1 -0.2 -0.1
O 8.53176 2.86944 -0.73577 -0.1 0.3 -0.1
C 8.54197 2.81571 0.60995 0.0 -0.3 0.1
C 9.58388 1.97883 1.31468 0.3 0.3 0.0
O 7.67552 3.38528 1.21413 0.1 0.0 0.0
H 9.52060 0.30966 -0.89583 0.1 0.0 0.0
H 10.24844 0.54960 -2.48944 0.0 0.0 0.0
H 8.49360 0.67694 -2.27124 0.0 0.0 -0.1
H 10.56561 2.63299 -1.11989 0.0 0.0 0.1
H 9.51646 2.92447 -2.48739 -0.1 0.1 0.0
H 9.16587 0.99235 1.51038 0.0 0.0 0.0
H 9.81667 2.45791 2.26229 -0.2 0.0 0.1
H 10.51702 1.87218 0.76705 -0.1 -0.1 -0.1
C -0.55200 0.84950 10.46979 -0.1 -0.1 -0.1
C 0.03092 1.77803 9.42490 -0.1 0.0 0.2
O -0.00855 1.20080 8.11653 0.2 0.1 -0.1
C -1.08284 1.26838 7.30960 -0.2 -0.2 0.1
C -2.40456 1.73818 7.87467 0.1 0.4 0.0
O -0.97837 0.88878 6.17491 0.1 0.0 0.2
H -1.60739 0.64795 10.28573 0.0 0.1 0.0
H -0.45379 1.28565 11.46408 0.0 0.0 0.0
H -0.03218 -0.10815 10.45336 0.1 0.0 0.0
H -0.44585 2.75934 9.42887 -0.1 0.0 0.0
H 1.08716 1.94414 9.62917 0.0 0.0 -0.1
H -2.98086 0.86778 8.18501 0.0 0.0 0.0
H -2.94835 2.25687 7.08929 0.0 -0.2 -0.1
H -2.31287 2.42607 8.71127 0.0 -0.1 0.1
C 3.79197 5.58603 -5.75074 0.1 0.2 0.1
C 2.38439 5.45025 -5.20814 0.1 -0.1 -0.2
O 2.22504 6.13720 -3.96352 -0.1 -0.2 0.2
C 1.93599 7.44785 -3.86513 0.2 0.2 -0.1
C 2.03636 8.32332 -5.09342 -0.4 -0.1 -0.2
O 1.66803 7.90395 -2.78817 0.0 -0.1 0.0
H 4.04059 6.62471 -5.97109 0.0 0.0 -0.1
H 3.90487 5.00370 -6.66539 0.0 0.0 0.0
H 4.51401 5.22908 -5.01611 0.0 -0.1 0.0
H 1.62940 5.77209 -5.92678 0.0 0.1 0.0
H 2.17699 4.40524 -4.98387 0.0 0.0 0.1
H 3.02439 8.78091 -5.11726 0.0 0.0 0.0
H 1.28675 9.10634 -5.01192 0.1 0.1 0.1
H 1.85908 7.80053 -6.03016 0.2 0.0 0.0

Repeat the second record exactly.
15
Properties=species:S:1:pos:R:3:forces:R:3 method="wB97M-V/def2-TZVPD" lumo_ev=0.3 gap_ev=8.915
S -0.67485 -2.44218 1.43794 0.0 -0.3 0.1
C -0.48229 -1.02731 0.65378 0.1 0.9 -0.3
N -1.54543 -0.37882 0.10102 -0.1 0.0 -0.1
C -1.48863 0.86057 -0.60170 -0.9 -0.6 0.4
C -0.33043 1.34791 -0.99944 0.5 1.3 -1.0
C 0.92970 0.58844 -0.73057 0.7 -0.2 0.0
C 0.82920 -0.21243 0.56896 -0.6 0.1 0.5
S 2.33780 -1.15646 0.79174 0.4 0.0 -0.3
H -2.43743 -0.85320 0.24168 0.4 0.4 -0.2
H -2.46625 1.33941 -0.77914 0.7 -0.4 0.2
H -0.29095 2.32335 -1.56231 -0.1 -1.3 0.7
H 1.22914 -0.10556 -1.53653 -0.5 0.1 0.0
H 1.80149 1.25113 -0.66481 -0.3 0.1 0.1
H 0.77265 0.48661 1.42589 -0.2 -0.1 -0.4
H 1.81628 -2.02147 1.65350 -0.1 -0.3 0.3